ORCA calculation (ωB97M-V/def2-TZVPD) on a molecular structure, C23H25I2N2O5SW.

Structure (ORCA input):
```
! RIJCOSX wB97M-V def2-TZVPD def2/J DEFGRID3
* xyz 3 1
W -0.728 -1.462 0.334
O 0.649 -2.734 -0.902
C 1.912 -3.111 -0.266
C 1.499 -3.592 1.093
N 0.757 -2.529 1.854
C 1.687 -1.524 2.407
C 1.818 -0.371 1.439
O 2.568 0.531 1.492
O 0.889 -0.478 0.408
C -0.050 -3.208 2.890
C -1.315 -3.699 2.232
O -2.115 -4.454 2.635
O -1.486 -3.069 0.983
H 0.808 -2.444 -1.813
H 2.586 -2.255 -0.257
H 2.359 -3.920 -0.841
H 2.365 -3.913 1.675
H 0.835 -4.449 0.978
H 2.676 -1.940 2.603
H 1.302 -1.124 3.345
H -0.325 -2.507 3.679
H 0.480 -4.046 3.345
C -0.342 5.617 1.086
C 0.640 4.441 0.933
C 0.694 3.670 2.250
C 2.047 4.975 0.611
C 0.181 3.569 -0.225
C 0.037 4.163 -1.510
C -0.372 3.455 -2.605
C -0.650 2.095 -2.425
S -1.173 0.989 -3.618
C -1.223 -0.237 -2.463
N -0.872 0.114 -1.223
C -0.520 1.468 -1.167
C -0.090 2.221 -0.071
C -1.627 -1.600 -2.676
C -1.562 -2.271 -3.877
C -1.887 -3.629 -3.918
C -2.241 -4.348 -2.761
C -2.312 -3.706 -1.559
C -2.007 -2.293 -1.459
H -0.019 6.245 1.916
H -1.353 5.267 1.300
H -0.377 6.248 0.198
H 1.015 4.343 3.044
H 1.415 2.849 2.213
H -0.289 3.284 2.535
H 2.386 5.609 1.430
H 2.060 5.581 -0.296
H 2.763 4.160 0.494
H 0.260 5.214 -1.628
H -0.478 3.926 -3.573
H 0.048 1.769 0.894
H -1.246 -1.765 -4.782
H -1.851 -4.146 -4.870
H -2.487 -5.399 -2.834
H -2.631 -4.233 -0.669
I -1.544 -0.033 2.389
I -3.566 -1.318 -0.401
*
```

The orbital gap (alpha / beta) is 4.45 / 4.45 eV. For the highest occupied orbital energy (alpha / beta), the calculation gives -17.13 / -17.13 eV. The value obtained for the molecular weight is 879.2 g mol⁻¹. The relative energy (zero: lowest compared OMol25 entry of this formula, charge and spin) is 0.0 kcal/mol. The total energy is -2436.86814 hartree.

---

ORCA calculation (ωB97M-V/def2-TZVPD) on a molecular structure, C23H25IrN2O.

Structure (ORCA input):
```
! RIJCOSX wB97M-V def2-TZVPD def2/J DEFGRID3
* xyz 0 5
C 2.237 0.097 3.249
C 2.413 -0.547 1.954
C 2.156 0.432 0.943
H 2.786 -1.552 1.782
C 1.675 1.609 1.558
C 1.723 1.444 2.968
H 1.347 2.504 1.049
C -1.329 -1.788 3.253
C -0.102 -2.297 2.629
C -0.346 -2.243 1.190
H 0.668 -2.868 3.137
C -1.563 -1.572 0.964
C -2.088 -1.138 2.232
H 2.285 0.285 -0.109
H 1.481 2.194 3.724
H 2.537 -0.257 4.236
H -2.997 -0.535 2.343
H 0.288 -2.704 0.425
H -1.654 -2.033 4.268
Ir 0.212 -0.266 2.790
C -2.360 -1.466 -0.317
C -3.744 -2.104 -0.117
C -1.633 -2.185 -1.468
H -3.638 -3.105 0.316
H -4.271 -2.194 -1.080
H -4.363 -1.502 0.561
H -1.663 -3.268 -1.289
H -0.585 -1.869 -1.539
H -2.129 -1.977 -2.426
C -2.584 0.031 -0.665
C -1.297 0.773 -0.934
H -3.046 0.537 0.195
H -3.253 0.133 -1.538
O -0.401 0.854 -0.082
N -1.188 1.408 -2.123
C -0.227 2.503 -2.277
H -1.983 1.399 -2.763
C 1.144 1.979 -2.587
C 2.276 2.638 -2.093
H 2.143 3.530 -1.471
C 3.552 2.147 -2.395
H 4.439 2.661 -2.004
C 3.694 1.008 -3.206
H 4.696 0.632 -3.452
C 2.553 0.361 -3.716
H 2.654 -0.524 -4.349
C 1.281 0.858 -3.414
H 0.381 0.378 -3.808
H -0.199 3.080 -1.346
H -0.579 3.145 -3.103
N -0.863 0.862 5.495
C -0.535 0.509 4.413
*
```

The orbital gap (alpha / beta) is 5.49 / 6.07 eV. For the highest occupied orbital energy (alpha / beta), the calculation gives -5.15 / -7.76 eV. The value obtained for the molecular weight is 537.7 g mol⁻¹. The relative energy (zero: lowest compared OMol25 entry of this formula, charge and spin) is 0.0 kcal/mol. The total energy is -1180.27798 hartree.

---

ORCA calculation (ωB97M-V/def2-TZVPD) on C23H25N3O3 in the gas phase.

Structure (ORCA input):
```
! RIJCOSX wB97M-V def2-TZVPD def2/J DEFGRID3
* xyz 0 1
C -2.329 -0.139 -2.806
H -1.768 0.707 -2.419
H -3.231 0.240 -3.277
H -1.727 -0.645 -3.556
C -2.702 -1.112 -1.684
N -3.491 -0.440 -0.668
C -2.745 0.104 0.435
H -1.868 0.597 0.008
C -2.276 -0.896 1.512
H -1.964 -1.829 1.043
H -3.098 -1.116 2.194
C -1.112 -0.362 2.349
N 0.149 -0.356 1.636
C 0.735 -1.484 1.154
O 0.261 -2.596 1.122
C 2.090 -1.041 0.701
C 2.263 0.272 0.984
C 3.487 0.983 0.668
O 3.685 2.166 0.882
C 4.476 0.073 0.051
C 5.734 0.559 -0.316
C 6.671 -0.267 -0.892
C 6.368 -1.608 -1.117
C 5.136 -2.114 -0.767
C 4.183 -1.280 -0.181
O 2.986 -1.845 0.141
H 4.880 -3.149 -0.932
H 7.102 -2.257 -1.569
H 7.639 0.120 -1.170
H 5.936 1.603 -0.129
C 1.002 0.818 1.582
C 0.423 1.911 0.716
C 0.068 3.149 1.229
C -0.467 4.099 0.374
C -0.626 3.769 -0.963
N -0.284 2.593 -1.462
C 0.228 1.693 -0.646
H 0.499 0.747 -1.099
H -1.041 4.472 -1.672
H -0.752 5.074 0.738
H 0.215 3.370 2.277
H 1.176 1.212 2.593
H -1.002 -0.992 3.240
H -1.318 0.663 2.667
H -3.358 0.878 0.911
C -4.806 -0.970 -0.406
C -4.900 -2.402 0.140
H -4.501 -2.475 1.147
H -4.353 -3.094 -0.495
H -5.943 -2.711 0.162
H -5.299 -0.287 0.292
H -5.359 -0.929 -1.352
H -1.789 -1.548 -1.258
H -3.285 -1.930 -2.113
*
```

The orbital gap is 7.40 eV. Its SMILES is CCN(CC)CCCN1C(=O)c2oc3ccccc3c(=O)c2[C@H]1c1cccnc1. For the highest occupied orbital energy, the calculation gives -7.78 eV. The value obtained for the molecular weight is 391.5 g mol⁻¹. The relative energy (zero: lowest compared OMol25 entry of this formula, charge and spin) is 63.3 kcal/mol. The total energy is -1281.43875 hartree.

---

ORCA calculation (ωB97M-V/def2-TZVPD) on C23H25N3O4 in the gas phase.

Structure (ORCA input):
```
! RIJCOSX wB97M-V def2-TZVPD def2/J DEFGRID3
* xyz 0 1
C 5.452 1.680 -1.373
H 5.908 0.750 -1.706
H 4.685 1.959 -2.090
H 6.215 2.456 -1.370
C 4.865 1.509 0.035
C 3.821 0.405 0.004
C 2.710 0.536 -0.827
C 1.735 -0.436 -0.889
C 1.837 -1.583 -0.108
C 2.937 -1.735 0.724
C 3.909 -0.750 0.771
H 4.747 -0.908 1.430
H 3.033 -2.618 1.333
N 0.803 -2.531 -0.205
C 0.651 -3.682 0.482
O 1.419 -4.147 1.292
C -0.666 -4.409 0.131
H -0.673 -5.375 0.638
H -0.748 -4.540 -0.954
O -1.811 -3.708 0.621
C -2.364 -2.779 -0.144
O -1.941 -2.465 -1.235
C -3.586 -2.189 0.519
H -3.291 -1.801 1.496
H -4.288 -3.007 0.696
C -4.260 -1.092 -0.314
C -3.483 0.193 -0.285
N -3.833 1.119 0.529
C -3.103 2.282 0.547
C -3.476 3.301 1.430
C -2.760 4.475 1.468
C -1.658 4.666 0.635
C -1.277 3.676 -0.241
C -1.993 2.479 -0.297
C -1.604 1.417 -1.218
O -0.673 1.439 -1.996
N -2.427 0.301 -1.139
H -2.188 -0.497 -1.724
H -0.429 3.795 -0.899
H -1.107 5.593 0.679
H -3.053 5.260 2.151
H -4.330 3.138 2.068
H -5.245 -0.889 0.105
H -4.367 -1.434 -1.345
H 0.086 -2.290 -0.882
H 0.888 -0.291 -1.544
H 2.584 1.412 -1.445
C 4.196 2.816 0.481
H 3.404 3.108 -0.203
H 3.763 2.697 1.472
H 4.929 3.619 0.518
C 6.016 1.206 0.999
H 6.541 0.299 0.709
H 5.654 1.099 2.019
H 6.730 2.028 0.980
*
```

The orbital gap is 8.70 eV. Its SMILES is CC(C)(C)c1ccc(NC(=O)COC(=O)CCc2nc3ccccc3c(=O)[nH]2)cc1. For the highest occupied orbital energy, the calculation gives -8.24 eV. The value obtained for the molecular weight is 407.5 g mol⁻¹. The relative energy (zero: lowest compared OMol25 entry of this formula, charge and spin) is 0.0 kcal/mol. The total energy is -1356.77883 hartree.

---

ORCA calculation (ωB97M-V/def2-TZVPD) on C23H25N3O4 in the gas phase.

Structure (ORCA input):
```
! RIJCOSX wB97M-V def2-TZVPD def2/J DEFGRID3
* xyz 0 1
C 1.104 2.737 3.459
H 1.707 3.488 2.961
H 1.200 2.875 4.532
H 0.066 2.891 3.172
C 1.554 1.321 3.076
N 1.230 1.084 1.647
C 1.506 2.054 0.748
O 2.263 2.985 0.938
C 0.790 1.992 -0.615
H 0.802 3.020 -0.992
H 1.314 1.340 -1.315
O -0.552 1.517 -0.579
C -1.413 2.201 0.168
O -1.154 3.171 0.823
C -2.813 1.587 0.096
N -2.936 0.611 -0.958
C -3.205 0.993 -2.236
N -3.253 0.223 -3.251
C -3.003 -1.112 -3.057
C -3.032 -1.981 -4.153
C -2.781 -3.322 -3.972
C -2.501 -3.831 -2.703
C -2.468 -2.991 -1.614
C -2.716 -1.625 -1.779
C -2.647 -0.719 -0.642
O -2.360 -1.030 0.499
H -2.255 -3.360 -0.622
H -2.310 -4.885 -2.578
H -2.803 -3.991 -4.820
H -3.252 -1.572 -5.125
H -3.399 2.048 -2.384
H -3.544 2.389 -0.024
H -2.994 1.076 1.050
C 0.837 -0.248 1.208
C 1.592 -0.756 0.005
C 2.950 -0.506 -0.160
C 3.627 -1.013 -1.255
C 2.959 -1.780 -2.195
C 1.610 -2.043 -2.032
C 0.934 -1.535 -0.937
H -0.116 -1.747 -0.809
H 1.079 -2.642 -2.758
H 3.489 -2.172 -3.051
H 4.681 -0.808 -1.373
H 3.478 0.098 0.562
H -0.240 -0.310 1.019
H 1.053 -0.941 2.022
C 0.787 0.345 3.976
H -0.258 0.285 3.684
H 0.831 0.709 5.000
H 1.218 -0.654 3.975
C 3.060 1.161 3.299
H 3.382 0.152 3.044
H 3.600 1.874 2.682
H 3.303 1.348 4.342
*
```

The orbital gap is 9.09 eV. Its SMILES is CC(C)(C)N(Cc1ccccc1)C(=O)COC(=O)Cn1cnc2ccccc2c1=O. For the highest occupied orbital energy, the calculation gives -8.87 eV. The value obtained for the molecular weight is 407.5 g mol⁻¹. The relative energy (zero: lowest compared OMol25 entry of this formula, charge and spin) is 25.7 kcal/mol. The total energy is -1356.73789 hartree.

---

ORCA calculation (ωB97M-V/def2-TZVPD) on C23H25NO in the gas phase.

Structure (ORCA input):
```
! RIJCOSX wB97M-V def2-TZVPD def2/J DEFGRID3
* xyz 0 1
O 1.134 1.039 1.912
C 2.040 0.223 -0.695
C -2.140 3.499 -1.411
C -1.759 3.233 -0.116
C 2.227 1.516 -0.311
C -0.588 -6.243 -0.598
C 0.011 -6.176 -1.828
C -0.611 -5.183 0.237
C 0.460 -4.959 -2.343
C -0.032 -2.521 1.881
C 0.977 -0.266 1.488
C 1.304 -0.676 0.166
C -0.004 -4.001 -0.206
C 0.211 -2.771 0.593
C 0.506 -3.828 -1.501
C 0.855 -1.915 -0.193
C 0.316 -1.182 2.358
N 1.028 -2.568 -1.388
C -3.389 4.448 -1.561
C -1.572 3.066 -2.765
C -0.305 -0.915 3.751
C 2.831 2.799 1.646
C -0.748 2.234 0.163
C 0.502 2.883 0.683
C 1.653 2.002 0.967
H 2.343 -0.136 -1.643
H -2.076 3.814 0.774
H 2.825 2.254 -0.873
H -0.880 -7.160 -0.088
H -0.026 -7.083 -2.497
H -1.089 -5.222 1.202
H 0.884 -4.843 -3.359
H -0.652 -3.277 2.397
H 1.573 -2.150 -2.221
H -3.517 5.093 -0.741
H -4.321 3.904 -1.734
H -3.163 5.138 -2.315
H -1.126 2.087 -2.860
H -2.427 3.026 -3.462
H -0.978 3.877 -3.107
H -1.025 -0.105 3.749
H -0.695 -1.797 4.211
H 0.531 -0.482 4.434
H 3.737 2.116 1.854
H 3.262 3.583 0.923
H 2.384 3.435 2.452
H -0.401 1.578 -0.623
H -1.115 1.535 1.026
H 0.227 3.436 1.580
H 0.818 3.637 -0.006
*
```

The orbital gap is 7.96 eV. Its SMILES is CC(C)=CCC[C@]1(C)C=Cc2c(c(C)cc3c2[nH]c2ccccc23)O1. For the highest occupied orbital energy, the calculation gives -7.44 eV. The value obtained for the molecular weight is 331.5 g mol⁻¹. The relative energy (zero: lowest compared OMol25 entry of this formula, charge and spin) is 66.8 kcal/mol. The total energy is -1021.32387 hartree.

---

ORCA calculation (ωB97M-V/def2-TZVPD) on a molecular structure, C23H25OTl.

Structure (ORCA input):
```
! RIJCOSX wB97M-V def2-TZVPD def2/J DEFGRID3
* xyz -2 1
Tl -0.888 0.345 -0.285
C 0.979 -2.324 1.509
C -0.437 -2.362 1.542
C -0.897 -2.509 0.242
H -1.047 -2.219 2.447
C 0.228 -2.590 -0.640
C 1.379 -2.474 0.173
H 2.406 -2.517 -0.190
H 1.638 -2.219 2.378
H -1.954 -2.611 -0.085
H 0.209 -2.727 -1.721
C 1.913 1.524 0.432
C 2.625 0.358 0.131
C 2.492 0.071 -1.258
H 3.215 -0.233 0.826
C 1.662 1.101 -1.817
C 1.300 1.971 -0.778
H 0.682 2.879 -0.901
H 1.824 1.991 1.411
H 2.904 -0.756 -1.811
H 1.420 1.174 -2.856
O -0.581 0.601 -2.804
C -0.569 -0.015 -4.289
C -2.076 0.232 -4.287
C -0.063 -1.404 -4.553
C 0.138 1.037 -5.136
C -2.072 0.980 -2.975
H -2.651 -0.696 -4.250
H -2.411 0.859 -5.097
H -2.188 2.070 -3.197
H -2.886 0.562 -2.315
H -0.552 -1.917 -5.407
H -0.191 -2.008 -3.647
H 1.005 -1.396 -4.864
H -0.259 1.160 -6.170
H 1.201 0.810 -5.337
H 0.057 2.025 -4.656
C -1.298 0.714 1.838
C -0.869 0.706 3.004
C -0.646 0.857 4.378
C -1.730 1.352 5.144
C -1.594 1.346 6.533
C -0.391 0.839 7.100
C 0.712 0.446 6.304
C 0.593 0.456 4.924
H -2.627 1.701 4.641
H -2.430 1.740 7.165
H -0.322 0.775 8.182
H 1.665 0.132 6.766
H 1.381 0.164 4.256
*
```

The orbital gap is 3.84 eV. For the highest occupied orbital energy, the calculation gives 0.69 eV. The value obtained for the molecular weight is 521.8 g mol⁻¹. The relative energy (zero: lowest compared OMol25 entry of this formula, charge and spin) is 0.0 kcal/mol. The total energy is -1138.82104 hartree.

---

ORCA calculation (ωB97M-V/def2-TZVPD) on a molecular structure, C23H26BF2I3N4O3Ta.

Structure (ORCA input):
```
! RIJCOSX wB97M-V def2-TZVPD def2/J DEFGRID3
* xyz 1 1
Ta -0.156 -0.647 -0.054
I 2.957 0.831 -3.325
C 3.418 -0.875 -2.199
C 4.563 -1.632 -2.452
C 4.861 -2.716 -1.668
I 6.648 -3.763 -2.080
C 4.013 -3.102 -0.603
C 4.238 -4.189 0.262
C 3.331 -4.477 1.247
C 2.186 -3.680 1.368
N 1.936 -2.661 0.583
C 2.824 -2.354 -0.385
C 2.536 -1.211 -1.189
O 1.447 -0.532 -0.922
H 5.218 -1.360 -3.264
H 5.123 -4.795 0.140
H 3.478 -5.314 1.907
H 1.442 -3.892 2.124
N -1.922 -0.136 3.934
C -1.404 0.139 2.741
O -1.823 -0.420 1.717
C -0.296 1.156 2.639
C 0.737 0.668 1.614
H -2.649 -0.835 4.005
H -1.558 0.254 4.786
H 0.147 1.356 3.617
H -0.748 2.089 2.283
H 1.519 0.118 2.141
H 1.219 1.538 1.162
I -0.749 -2.903 -2.140
C -1.357 -2.544 -0.091
H -1.031 -3.416 0.475
H -2.446 -2.520 -0.088
F -0.565 0.897 -2.397
B -1.283 0.871 -1.226
F -2.422 0.056 -1.345
C -7.498 2.552 0.506
C -6.767 3.217 1.667
N -5.322 3.055 1.541
C -4.683 2.100 2.419
C -5.089 0.655 2.135
C -4.697 3.911 0.712
O -5.253 4.835 0.154
C -3.248 3.672 0.363
C -2.358 4.748 0.289
C -1.115 4.535 -0.291
C -0.799 3.299 -0.811
N -1.661 2.263 -0.742
C -2.863 2.456 -0.165
H -8.567 2.721 0.594
H -7.315 1.481 0.486
H -7.160 2.985 -0.431
H -7.078 2.801 2.625
H -6.986 4.288 1.657
H -4.971 2.348 3.448
H -3.598 2.205 2.341
H -6.155 0.519 2.283
H -4.570 -0.017 2.813
H -4.843 0.367 1.116
H -2.646 5.723 0.649
H -0.397 5.335 -0.366
H 0.135 3.113 -1.320
H -3.535 1.612 -0.182
*
```

The orbital gap is 7.19 eV. For the highest occupied orbital energy, the calculation gives -10.61 eV. The value obtained for the molecular weight is 1017.0 g mol⁻¹. The relative energy (zero: lowest compared OMol25 entry of this formula, charge and spin) is 17.2 kcal/mol. The total energy is -2511.43432 hartree.

---

ORCA calculation (ωB97M-V/def2-TZVPD) on a molecular structure, C23H26BaBrClN2.

Structure (ORCA input):
```
! RIJCOSX wB97M-V def2-TZVPD def2/J DEFGRID3
* xyz 0 1
Ba -0.524 -1.837 -0.715
C 1.881 0.250 -0.372
C 2.038 -0.280 -1.690
C 2.239 -1.681 -1.562
C 2.354 -1.975 -0.187
C 2.167 -0.781 0.543
C 2.591 -0.701 2.028
C 2.526 -3.398 0.381
C 2.224 -2.691 -2.742
C 1.697 0.402 -3.012
C 1.795 1.732 -0.119
H 3.429 -1.385 2.225
H 1.799 -0.990 2.749
H 3.002 0.338 2.242
H 3.470 -3.805 0.193
H 1.824 -4.095 -0.048
H 2.310 -3.321 1.426
H 1.656 -3.599 -2.497
H 3.196 -3.162 -3.061
H 1.792 -2.172 -3.613
H 1.064 1.281 -2.866
H 0.969 -0.268 -3.561
H 2.507 0.716 -3.729
H 1.289 1.878 0.817
H 1.270 2.366 -0.839
H 2.868 2.152 -0.219
Br -0.904 3.505 6.629
C -1.262 2.550 5.064
C -2.264 3.090 4.265
C -2.492 2.522 2.981
C -1.644 1.529 2.503
C -0.604 0.972 3.298
C -0.476 1.461 4.603
N -1.795 1.038 1.198
C -1.877 1.892 0.283
C -2.208 1.601 -1.104
C -2.410 2.618 -2.032
C -2.708 2.271 -3.404
C -2.826 0.889 -3.665
C -2.585 -0.003 -2.679
N -2.232 0.276 -1.466
H -2.872 3.872 4.681
H -3.354 2.785 2.441
H 0.079 0.229 2.958
H 0.287 1.021 5.282
H -1.927 2.925 0.550
H -2.469 3.693 -1.913
H -2.951 3.072 -4.043
H -3.084 0.536 -4.682
H -2.596 -1.011 -3.001
Cl -2.830 -3.893 -0.841
C -1.118 -4.388 -0.028
H -1.532 -4.734 0.974
H -0.776 -5.289 -0.625
*
```

The orbital gap is 5.62 eV. For the highest occupied orbital energy, the calculation gives -6.73 eV. The value obtained for the molecular weight is 583.2 g mol⁻¹. The relative energy (zero: lowest compared OMol25 entry of this formula, charge and spin) is 24.6 kcal/mol. The total energy is -4061.15954 hartree.